1.
# C9H11N3

C9H11N3 in the gas phase (wB97M-V/def2-TZVPD, the OMol25 dataset).

```
23
Properties=species:S:1:pos:R:3:forces:R:3:nbo_charge:R:1
C 2.81133 -0.22309 -0.33181 0.2275 0.1094 0.0767 -0.20
C 2.69796 0.84486 0.54003 0.0781 -0.0402 0.0087 -0.22
C 1.68875 -0.88274 -0.81160 -0.2671 -0.0844 -0.0370 -0.24
C 1.43990 1.29699 0.93590 -0.0326 0.0365 -0.0247 -0.22
C 0.42411 -0.46935 -0.41870 0.3033 0.2318 0.0867 -0.01
C 0.33545 0.64852 0.45019 0.1647 -0.2575 -0.2800 0.08
C -1.70317 -1.33923 0.42155 0.0451 -0.1843 -0.0510 -0.46
C -1.67653 -0.10446 1.37948 -0.2614 -0.1379 0.0655 -0.22
C -0.87533 -0.98656 -0.77420 -0.8667 1.3940 0.3448 -0.21
N -1.04209 1.00354 0.68105 0.3949 0.6240 0.3989 -0.28
N -1.69352 1.06724 -0.52807 -0.2053 -1.8743 -0.6112 -0.05
N -1.16371 1.96407 -1.37608 0.3688 0.5891 0.0615 -0.61
H 3.79134 -0.55874 -0.63884 0.0864 -0.0072 -0.0203 0.21
H 3.58301 1.34092 0.90735 0.0936 0.0466 0.0120 0.21
H 1.79652 -1.73575 -1.46574 0.0292 -0.0768 -0.0514 0.21
H 1.33035 2.14545 1.59386 -0.0408 0.0881 0.0428 0.23
H -1.28395 -2.19685 0.95701 -0.0987 -0.0493 0.0005 0.21
H -2.72145 -1.58068 0.11979 -0.0024 -0.0527 0.0376 0.22
H -2.68966 0.19884 1.63872 0.0459 -0.0380 0.0552 0.22
H -1.11244 -0.30470 2.29052 -0.0568 0.0724 -0.0897 0.21
H -1.07328 -1.43974 -1.72900 0.0334 -0.1454 -0.1827 0.21
H -1.62791 1.93554 -2.27212 0.0598 -0.0867 0.1619 0.38
H -0.14348 2.00733 -1.43024 -0.0987 -0.1572 -0.0048 0.35
```
Forces are in eV/Å.

Charge = 0
Frontier orbital gap (alpha / beta) = 0.2843 / 0.2760 Eh

=====

2.
# C9H11N3O

C9H11N3O in the gas phase (wB97M-V/def2-TZVPD, the OMol25 dataset).

```
24
Properties=species:S:1:pos:R:3:forces:R:3:nbo_charge:R:1
O -3.28688 -1.96883 -0.51082 2.1345 0.7974 -0.7714 -0.40
N -2.20842 -1.54204 -0.96380 -1.4752 -0.3426 1.6373 0.24
N -1.55826 -0.67901 -0.13438 -1.6853 -1.9368 -1.6320 -0.24
C -2.33389 -0.03437 0.92969 0.2799 -0.3776 -0.6720 -0.26
C -1.50293 1.24505 1.04917 -1.2760 1.3895 1.3922 -0.44
C -0.90333 1.48487 -0.30688 0.6938 2.3265 -1.2774 -0.41
C -0.57893 0.13523 -0.84660 0.1061 -1.9116 -1.0172 -0.09
C 0.84633 -0.35102 -0.52305 -1.4389 -1.2694 2.6028 -0.06
C 1.88605 0.22957 -1.14812 2.4991 -1.3088 0.5856 -0.18
C 3.22903 -0.08377 -0.70230 -2.4695 1.1115 -0.5037 -0.23
C 3.40840 -0.86817 0.39544 0.3222 -0.7831 -0.5585 0.01
N 2.39163 -1.49120 0.97931 -1.6177 -0.3675 0.8159 -0.42
C 1.12942 -1.26421 0.59405 0.5318 1.3824 -0.5981 0.05
H -2.25775 -0.70363 1.79627 -0.4700 0.4795 0.0214 0.22
H -3.39298 -0.00310 0.53517 0.9812 0.3505 0.7688 0.23
H -2.06129 2.17804 1.22440 -0.3359 -0.5979 0.5278 0.23
H -0.81085 1.16631 1.92122 -0.0432 -0.0540 -1.0302 0.23
H -0.00137 2.09367 -0.17708 -0.0568 -0.0568 -0.2360 0.23
H -1.56238 2.10876 -1.03826 0.7290 -1.3041 1.4428 0.22
H -0.85063 -0.02287 -1.93897 0.8175 0.4538 1.1469 0.24
H 1.60980 0.78977 -2.00323 0.5290 0.9413 -0.7573 0.21
H 4.05259 0.40091 -1.12576 1.1007 0.5511 -0.8192 0.21
H 4.42407 -1.12123 0.74164 -0.6046 0.2516 -0.0007 0.20
H 0.33255 -1.69870 1.25289 0.7482 0.2751 -1.0679 0.21
```
Forces are in eV/Å.

Charge = 0
Frontier orbital gap = 0.3666 Eh
SMILES = O=NN1CCC[C@H]1c1cccnc1

=====

3.
# C9H11N3O

2 unconnected molecules or ions with the total composition C9H11N3O (wB97M-V/def2-TZVPD, the OMol25 dataset).

```
24
Properties=species:S:1:pos:R:3:forces:R:3:mulliken_spin:R:1
C -1.02567 2.55791 -0.04046 2.7155 -1.4605 -2.2152 -0.01
C -1.84170 1.60129 -0.55422 -0.7680 -0.9753 -0.2189 0.02
C 0.33548 2.51181 -0.37384 -0.3207 -0.8243 0.6469 0.01
C -1.31660 0.51963 -1.23421 0.2202 -0.1465 -0.0068 0.04
C 0.91451 1.39571 -0.99327 0.0645 1.7033 0.1779 0.02
C 0.08750 0.41804 -1.44108 -2.0063 -1.1567 -0.3595 -0.05
C 0.54052 -0.74731 -2.15439 -0.6185 0.9577 0.5629 -0.02
C -0.06510 -0.70655 1.53502 -3.9259 2.7154 1.7050 0.83
C 0.86427 -0.05354 2.47401 0.3078 -1.4746 0.2346 0.01
N 0.68540 -1.70977 -2.74810 0.5237 -0.9094 -0.7153 0.01
N -0.23827 -2.62610 0.19263 -5.1662 -0.3402 -0.1202 0.73
N 0.45554 -3.58306 -0.46696 1.0959 1.5320 -0.2910 0.18
O 0.41890 -1.65739 0.85244 7.5932 -4.3655 -3.0303 0.15
H -1.45192 3.32447 0.45256 -1.0084 2.7058 1.7036 0.00
H -2.91151 1.70684 -0.40337 0.0574 -0.3164 -0.0224 0.00
H 0.97479 3.30125 -0.07970 0.5449 0.7144 0.3537 0.00
H -2.02543 -0.25346 -1.51857 0.5054 -0.0775 -0.3291 -0.01
H 1.97509 1.36502 -1.19468 0.0497 -0.0094 0.0656 0.00
H -1.10275 -0.53827 1.27270 -0.0716 0.7532 0.6453 -0.03
H 1.11007 0.99081 2.26105 0.5806 -0.2765 -0.2884 0.03
H 1.68476 -0.82384 2.61490 -0.2369 1.5282 -0.4919 0.00
H 0.43560 -0.05068 3.44968 -0.6500 0.2730 1.0017 0.04
H 1.47090 -3.37529 -0.46473 -0.5596 -0.2698 -0.4062 0.00
H 0.02565 -3.56751 -1.43740 1.0733 -0.2807 1.3981 0.04
```
Forces are in eV/Å.

Charge = 0
Frontier orbital gap (alpha / beta) = 0.2261 / 0.3651 Eh
Multiplicity = 3

=====

4.
# C9H11NO3

C9H11NO3 in the gas phase (wB97M-V/def2-TZVPD, the OMol25 dataset).

```
24
Properties=species:S:1:pos:R:3:forces:R:3:nbo_charge:R:1
O -2.46157 1.70400 2.29319 4.1847 -5.1177 3.7751 -0.40
N -1.66708 0.66640 2.88286 -0.6408 2.3409 -1.3657 0.67
O -0.94859 0.60899 3.89659 -3.0253 0.6858 -3.9516 -0.28
O -1.73211 -0.47962 2.01496 -1.5281 1.6022 1.3599 -0.36
C -0.57317 -1.27906 1.72856 -1.2636 -2.2309 1.4381 -0.09
C -0.88776 -1.95411 0.40833 3.2078 -0.1576 2.0850 -0.43
C -1.04995 -1.06901 -0.76804 -0.2275 1.9882 -2.5718 -0.46
C 0.08776 0.02446 -1.01290 -2.0885 0.7468 2.0489 0.00
C 1.34067 -0.55122 -1.08759 1.3753 2.0415 -3.3169 -0.26
C 2.35402 0.45732 -1.58728 -2.2664 -3.3927 1.3458 -0.18
C 2.09187 1.78899 -1.58134 4.3014 2.5690 -0.0982 -0.24
C 0.87278 2.39671 -1.39759 -2.7106 0.4058 -0.3444 -0.20
C -0.25842 1.54975 -1.07028 4.2332 -1.9231 -0.2443 -0.24
H 0.14793 -0.52544 1.51530 1.6670 -0.1128 0.6945 0.22
H -0.45211 -2.27526 2.48590 0.2292 3.4921 -1.3566 0.20
H 0.07413 -2.56637 0.44524 -0.5107 0.7430 -1.1770 0.21
H -1.50372 -2.77282 0.62006 -2.0614 -0.7461 -0.3994 0.23
H -1.97338 -0.35622 -0.77023 0.9309 -2.2341 -0.1014 0.24
H -0.90125 -1.79217 -1.66797 -1.1550 1.5790 1.0496 0.23
H 1.45238 -1.73255 -1.20117 0.0062 2.9395 0.4155 0.23
H 3.17308 0.06538 -2.13571 1.3100 -0.1029 0.3875 0.21
H 3.11609 2.53376 -1.59914 -3.0699 -2.0752 -0.7686 0.21
H 0.82703 3.52457 -1.76539 -0.3366 -2.3958 1.6221 0.24
H -1.12863 2.03352 -0.64637 -0.5614 -0.6449 -0.5261 0.24
```
Forces are in eV/Å.

Charge = 0
Frontier orbital gap = 0.2947 Eh
SMILES = O=[N+]([O-])OCCCc1ccccc1

=====

5.
# C9H11NOS

2 unconnected molecules or ions with the total composition C9H11NOS (wB97M-V/def2-TZVPD, the OMol25 dataset).

```
23
Properties=species:S:1:pos:R:3:forces:R:3:nbo_charge:R:1
C 1.32765 2.19019 -0.17197 -0.7502 -4.0534 0.6775 0.07
C -1.95262 1.03312 -0.40793 -0.5813 1.6066 -0.0147 -0.23
C -0.93129 1.30182 -1.22167 -2.5663 0.8843 -0.0617 -0.13
C -1.27585 -0.98548 -1.28764 -1.2234 2.4073 1.0662 -0.36
C -0.45791 -0.31802 0.89421 -1.8365 -0.0748 -1.5361 -0.57
C -1.81348 -0.36350 0.05522 -0.3673 -2.3573 1.3183 -0.23
C -0.16986 0.09678 -1.36716 0.5571 -1.9946 -1.9784 -0.43
C 0.57089 -0.06515 -0.11932 1.4480 1.6004 0.6707 0.14
C 3.07638 -0.04378 0.92252 -0.3006 0.8701 -0.2505 -0.82
N 1.40732 3.31031 -0.36756 0.2738 2.0372 -0.2977 -0.49
O 2.65439 -0.85318 -1.49511 0.6138 -0.2406 -2.2999 -0.95
S 2.07865 -1.03627 -0.19220 0.3886 0.5348 1.2037 1.34
H -2.67910 1.75034 -0.04337 -0.0108 -0.1429 -0.0835 0.23
H -0.75072 2.13437 -1.84387 0.2895 1.0488 0.0126 0.25
H -0.90676 -1.93927 -1.37101 0.7837 -2.5569 0.4636 0.21
H -2.06679 -0.83830 -2.00586 0.1535 0.0879 -0.6510 0.23
H -0.65512 0.44529 1.53522 0.2909 2.2818 2.2045 0.26
H -0.37105 -1.19019 1.42687 0.7724 -2.2076 1.2786 0.24
H -2.69699 -0.87329 0.68794 1.9870 1.2151 -1.7178 0.24
H 0.46697 0.02302 -2.20054 0.7685 0.0920 -1.1985 0.26
H 4.10084 -0.33529 1.18031 -0.3182 -0.3552 -0.8258 0.26
H 2.50512 -0.16964 1.78646 -0.8535 0.1173 2.0619 0.21
H 2.93355 1.01920 0.61752 0.4812 -0.8001 -0.0420 0.28
```
Forces are in eV/Å.

Charge = 0
Frontier orbital gap = 0.2956 Eh

=====

no.,strongest force on any atom (Eh/bohr)
1,0.0385
2,0.0629
3,0.1802
4,0.1480
5,0.0812